The following is a DFT calculation (ωB97M-V with the def2-TZVPD basis set) of 2 unconnected molecules or ions with the total composition C2H9N2.

Cartesian coordinates (Å):
C  -1.38  -1.43  0.88
C  0.92  -0.02  -0.36
N  1.34  0.79  0.57
N  0.39  0.76  -1.46
H  -1.78  -2.23  1.47
H  -1.59  -0.36  1.19
H  -0.38  -1.77  0.73
H  -1.87  -1.52  -0.02
H  1.70  0.22  1.37
H  1.33  1.82  0.75
H  -0.63  0.38  -1.73
H  0.83  0.96  -2.43
H  0.34  1.83  -1.16

Values from the calculation:
Spin multiplicity: 3
ΔE to the lowest compared entry with this formula, charge and spin, kJ/mol: 187.89
F_max, hartree/bohr: 0.11299
Total charge: +1

Results of the Mulliken charge analysis, in e, for atoms 1 through 2: -1.139 0.157


The following is a DFT calculation (ωB97M-V with the def2-TZVPD basis set) of 2 unconnected molecules or ions with the total composition C2H9N2.

Cartesian coordinates (Å):
N  1.99  0.19  0.51
H  1.74  -0.47  1.32
H  2.83  0.03  -0.05
H  1.21  -0.14  -0.09
H  1.82  1.30  0.63
C  -1.23  -0.71  0.73
C  -1.17  -0.48  -0.59
N  -0.87  0.79  -1.08
H  -1.32  0.09  1.36
H  -1.33  -1.71  1.00
H  -1.30  -1.34  -1.30
H  -1.17  1.54  -0.49
H  -1.20  0.92  -1.96

Values from the calculation:
Spin multiplicity: 2
ΔE to the lowest compared entry with this formula, charge and spin, kJ/mol: 76.37
F_max, hartree/bohr: 0.10519
Total charge: +2

Results of the Mulliken charge analysis, in e, for atoms 1 through 2: -0.508 0.441